No. 1
23
Properties=species:S:1:pos:R:3 method="wB97M-V/def2-TZVPD" e_above_lowest_kcal_mol=17.00 homo_lumo_gap_ev=9.56 lumo_energy_ev=-3.0892 total_charge=+1 e_tot_ha=-1233.26600
C -4.38 -0.06 0.34
C -1.66 -0.62 0.18
C 1.87 1.24 -0.82
C 2.81 0.65 0.21
C 0.41 1.04 -0.32
N -5.35 0.71 0.38
N -1.81 -1.47 1.05
N 2.93 -0.81 -0.10
O 0.50 -1.69 -0.35
S -2.87 0.55 -0.48
S -0.24 -0.55 -0.94
H -4.37 -1.08 0.68
H 2.12 2.21 -1.15
H 2.09 0.61 -1.74
H 3.88 1.18 0.48
H 2.22 0.57 1.10
H 0.56 1.08 0.79
H -0.24 1.81 -0.66
H -6.13 0.37 0.82
H -1.02 -2.11 1.10
H 1.89 -1.22 -0.09
H 3.52 -1.33 0.57
H 3.29 -1.08 -1.04

No. 2
25
Properties=species:S:1:pos:R:3 method="wB97M-V/def2-TZVPD" homo_lumo_gap_ev=10.24 lumo_energy_ev=-4.2573 total_charge=+1 smiles=CCCCOn1nnc[n+]1P(O)O e_tot_ha=-983.47623
C 3.01 -0.86 0.57
C 2.39 -0.32 -0.74
C 1.60 0.98 -0.58
C 0.46 0.98 0.45
O 0.07 -0.33 0.98
N -0.75 -0.99 0.18
N -0.40 -1.99 -0.55
N -1.47 -2.44 -1.16
C -2.49 -1.68 -0.76
N -2.07 -0.76 0.11
P -3.32 0.43 0.95
O -3.87 1.22 -0.32
O -2.37 1.43 1.74
H 3.92 -1.40 0.32
H 3.24 -0.04 1.24
H 2.36 -1.57 1.06
H 3.22 -0.08 -1.40
H 1.83 -1.09 -1.27
H 2.29 1.78 -0.31
H 1.16 1.22 -1.55
H -0.43 1.43 0.00
H 0.74 1.56 1.32
H -3.51 -1.83 -1.08
H -3.54 2.12 -0.47
H -2.08 2.22 1.27